No. 1
38
Properties=species:S:1:pos:R:3:nbo_charge:R:1 method="wB97M-V/def2-TZVPD" total_charge=+1 energy_ha=-1257.6323 homo_energy_ev=-12.290
F -3.072 -1.824 -1.560 -0.099
N -2.127 -2.743 -1.672 0.304
C -1.904 -3.519 -0.635 0.054
C -0.900 -4.465 -0.727 -0.161
C -0.201 -4.523 -1.916 -0.125
C -0.559 -3.629 -2.924 0.045
N -1.516 -2.740 -2.812 -0.112
H -2.505 -3.377 0.245 0.288
H -0.688 -5.123 0.096 0.277
H 0.592 -5.233 -2.065 0.270
H -0.057 -3.651 -3.874 0.255
O 0.788 0.874 0.963 -1.251
Si 1.980 1.938 0.522 1.901
C 1.793 3.534 1.473 -1.145
C 1.860 2.291 -1.312 -1.142
C 3.649 1.198 0.887 -1.138
Si -0.847 0.771 0.968 1.920
C -1.364 -0.885 1.678 -1.133
C -1.502 0.871 -0.786 -1.143
C -1.600 2.131 1.996 -1.148
H 0.879 4.062 1.193 0.236
H 2.637 4.194 1.268 0.248
H 1.760 3.348 2.548 0.244
H 1.865 1.365 -1.892 0.230
H 2.708 2.897 -1.634 0.248
H 0.946 2.837 -1.555 0.234
H 3.810 0.269 0.336 0.235
H 3.771 0.988 1.951 0.245
H 4.427 1.903 0.592 0.246
H -0.946 -1.714 1.097 0.193
H -2.454 -0.963 1.667 0.230
H -1.028 -1.000 2.709 0.257
H -1.331 1.857 -1.219 0.253
H -2.577 0.683 -0.805 0.233
H -1.009 0.136 -1.430 0.213
H -1.427 3.107 1.541 0.246
H -1.171 2.144 2.999 0.249
H -2.679 1.992 2.089 0.243

No. 2
18
Properties=species:S:1:pos:R:3:nbo_charge:R:1 method="wB97M-V/def2-TZVPD" smiles=CCCC1CC1 energy_ha=-235.7088 homo_energy_ev=-8.650
C 0.003 1.768 0.247 -0.651
C -1.078 1.199 -0.662 -0.387
C -1.272 -0.330 -0.419 -0.423
C 0.075 -1.058 -0.458 -0.167
C 0.708 -1.833 0.640 -0.440
C 1.489 -0.604 0.443 -0.466
H 0.688 0.936 0.374 0.244
H -0.371 2.065 1.233 0.195
H 0.631 2.552 -0.182 0.205
H -2.059 1.662 -0.519 0.201
H -0.790 1.361 -1.709 0.195
H -1.986 -0.679 -1.197 0.219
H -1.781 -0.488 0.543 0.198
H 0.298 -1.411 -1.482 0.214
H 0.125 -1.795 1.557 0.210
H 1.222 -2.755 0.443 0.207
H 2.339 -0.543 -0.228 0.216
H 1.759 -0.046 1.377 0.231

No. 3
18
Properties=species:S:1:pos:R:3:nbo_charge:R:1 method="wB97M-V/def2-TZVPD" smiles=C[C@@H]1CN[C@]1(C)O energy_ha=-327.0136 homo_energy_ev=-8.676
C 1.740 1.340 0.870 -0.647
C 0.571 0.717 0.010 -0.268
C -0.787 1.004 0.652 -0.252
N -1.527 -0.061 -0.012 -0.649
C -0.378 -0.888 -0.300 0.481
C -0.712 -1.828 -1.500 -0.659
O 0.025 -1.737 0.727 -0.721
H 2.760 1.190 0.500 0.218
H 1.603 2.444 0.874 0.221
H 1.735 1.079 1.940 0.203
H 0.660 1.174 -0.977 0.194
H -0.759 0.794 1.730 0.181
H -1.218 2.001 0.514 0.193
H -1.913 0.270 -0.890 0.357
H 0.150 -2.042 -2.129 0.223
H -1.533 -1.466 -2.137 0.205
H -1.059 -2.796 -1.097 0.241
H 0.642 -1.196 1.224 0.477